(1)
ORCA calculation (ωB97M-V with the def2-TZVPD basis set) on a cluster of 2 separate species, C8H12N2O in total.

Each line ends with the Löwdin charge.
Cartesian coordinates (Å):
C1 3.181 1.009 0.281  -0.09
N1 1.945 0.571 -0.346  -0.03
C2 1.670 -0.701 -0.343  -0.58
C3 0.288 -1.155 -0.773  -0.04
O1 2.448 -1.622 -0.039  0.00
H1 3.664 0.047 0.772  0.11
H2 3.892 1.280 -0.717  0.14
H3 2.958 1.927 0.946  0.09
H4 1.118 1.243 -0.405  0.15
H5 -0.347 -0.408 -1.222  0.07
H6 -0.280 -1.601 0.190  0.07
H7 0.266 -2.144 -1.355  0.13
C4 -0.876 0.728 0.726  -0.11
C5 -1.198 -0.613 0.964  -0.20
C6 -2.346 -1.259 0.506  -0.13
N2 -3.217 -0.549 -0.242  0.06
C7 -2.847 0.643 -0.627  -0.20
C8 -1.806 1.386 -0.119  -0.07
H8 -0.061 1.176 1.359  0.13
H9 -0.436 -1.252 1.584  0.16
H10 -2.682 -2.312 0.593  0.13
H11 -3.607 1.194 -1.265  0.12
H12 -1.731 2.412 -0.469  0.10

Output
- highest occupied orbital energy (Eh) = -0.3269
- energy above the lowest of the compared OMol25 structures with the same formula, charge and spin (eV) = 3.774
- SMILES = CNC(C)=O.c1ccncc1
- total charge = 0

(2)
ORCA calculation (ωB97M-V with the def2-TZVPD basis set) on a structure of composition C38H51IrNP2Si.

Each line ends with the Löwdin charge.
Cartesian coordinates (Å):
Ir1 0.203 -0.339 0.456  0.75
C1 2.691 0.110 3.252  -0.09
C2 3.553 -0.159 2.020  -0.52
C3 4.286 -1.491 2.117  -0.08
P1 2.548 0.082 0.496  0.98
C4 3.632 -0.253 -0.958  -0.54
C5 2.916 0.176 -2.239  -0.11
C6 5.011 0.394 -0.851  -0.08
C7 2.387 1.904 0.497  -0.27
C8 3.372 2.781 0.906  -0.03
C9 3.168 4.164 0.940  -0.22
C10 4.245 5.092 1.412  -0.02
C11 1.911 4.649 0.567  0.01
C12 0.910 3.803 0.150  0.02
C13 1.139 2.413 0.083  -0.27
N1 0.168 1.510 -0.319  -0.07
C14 -0.942 2.007 -1.014  -0.30
C15 -0.820 2.981 -2.012  -0.01
C16 -1.958 3.553 -2.540  0.01
C17 -3.230 3.210 -2.070  -0.23
C18 -4.455 3.876 -2.621  -0.02
C19 -3.326 2.197 -1.119  -0.02
C20 -2.197 1.550 -0.633  -0.30
P2 -2.199 0.021 0.340  1.00
C21 -3.031 0.505 1.903  -0.53
C22 -3.210 -0.651 2.884  -0.10
C23 -2.248 1.649 2.548  -0.10
C24 -3.298 -1.097 -0.658  -0.50
C25 -3.048 -0.884 -2.151  -0.09
C26 -4.792 -0.988 -0.340  -0.08
H1 3.308 0.056 4.149  0.10
H2 1.907 -0.648 3.344  0.07
H3 2.222 1.094 3.225  0.07
H4 4.320 0.615 1.938  0.09
H5 3.593 -2.301 2.293  0.04
H6 4.964 -1.459 2.971  0.10
H7 4.884 -1.712 1.231  0.08
H8 3.769 -1.339 -0.971  0.09
H9 2.788 1.261 -2.265  0.08
H10 1.928 -0.279 -2.340  0.03
H11 3.511 -0.106 -3.107  0.10
H12 4.950 1.482 -0.874  0.08
H13 5.602 0.086 -1.714  0.10
H14 5.556 0.085 0.041  0.07
H15 4.337 2.407 1.222  0.11
H16 5.234 4.656 1.284  0.09
H17 4.112 5.308 2.475  0.10
H18 4.208 6.041 0.880  0.09
H19 1.715 5.713 0.624  0.13
H20 -0.063 4.209 -0.083  0.12
H21 0.160 3.281 -2.360  0.13
H22 -1.863 4.301 -3.318  0.13
H23 -4.318 4.955 -2.688  0.09
H24 -5.330 3.677 -2.005  0.09
H25 -4.663 3.513 -3.630  0.10
H26 -4.309 1.905 -0.771  0.11
H27 -4.014 0.872 1.591  0.12
H28 -2.245 -0.969 3.275  0.07
H29 -3.712 -1.513 2.442  0.07
H30 -3.814 -0.317 3.729  0.10
H31 -1.257 1.310 2.865  0.07
H32 -2.774 1.998 3.437  0.10
H33 -2.127 2.499 1.875  0.07
H34 -2.978 -2.105 -0.392  0.08
H35 -3.513 0.039 -2.492  0.08
H36 -3.492 -1.708 -2.709  0.09
H37 -1.988 -0.843 -2.397  0.06
H38 -5.197 -0.012 -0.605  0.07
H39 -5.026 -1.188 0.704  0.07
H40 -5.326 -1.725 -0.942  0.10
C27 0.464 -4.049 3.486  -0.02
C28 -0.708 -3.492 3.007  -0.05
C29 -0.736 -2.905 1.747  -0.13
C30 0.426 -2.824 0.958  -0.39
C31 1.600 -3.422 1.471  -0.12
C32 1.618 -4.035 2.703  -0.05
Si1 0.537 -2.290 -0.833  0.66
C33 -0.556 -3.051 -2.090  -0.34
C34 -1.485 -4.035 -1.735  -0.10
C35 -2.242 -4.668 -2.709  -0.06
C36 -2.083 -4.320 -4.044  -0.05
C37 -1.152 -3.355 -4.412  -0.06
C38 -0.385 -2.733 -3.441  -0.11
H41 0.477 -4.528 4.456  0.12
H42 -1.611 -3.547 3.599  0.12
H43 -1.686 -2.582 1.353  0.06
H44 2.486 -3.463 0.852  0.10
H45 2.519 -4.521 3.056  0.13
H46 1.941 -2.386 -1.267  0.01
H47 -1.594 -4.341 -0.700  0.10
H48 -2.945 -5.442 -2.430  0.12
H49 -2.674 -4.814 -4.804  0.12
H50 -1.014 -3.103 -5.455  0.12
H51 0.355 -1.999 -3.745  0.10

Output
- highest occupied orbital energy (alpha / beta) (Eh) = -0.4876 / -0.5170
- 2S+1 = 2
- total charge = +2

(3)
ORCA calculation (ωB97M-V with the def2-TZVPD basis set) on the molecule C5H5NO.

Each line ends with the Löwdin charge.
Cartesian coordinates (Å):
C1 0.973 2.148 -0.320  0.15
C2 0.648 0.988 -0.323  -0.11
C3 0.329 -0.447 -0.332  -0.29
C4 1.419 -1.167 0.346  -0.18
N1 2.277 -1.698 0.908  0.17
C5 -1.040 -0.756 0.324  -0.24
O1 -2.060 -0.021 -0.291  -0.04
H1 1.300 3.163 -0.317  0.04
H2 0.275 -0.784 -1.375  0.16
H3 -0.976 -0.580 1.408  0.13
H4 -1.269 -1.814 0.164  0.13
H5 -1.813 0.915 -0.258  0.09

Output
- highest occupied orbital energy (Eh) = -0.3976
- energy above the lowest of the compared OMol25 structures with the same formula, charge and spin (eV) = 2.449
- SMILES = C#C[C@@H](C#N)CO
- total charge = 0

(4)
ORCA calculation (ωB97M-V with the def2-TZVPD basis set) on a structure of composition C21H50O21P2S2Si2.

Each line ends with the Löwdin charge.
Cartesian coordinates (Å):
C1 -0.332 -7.357 -0.556  -0.20
S1 -0.337 -5.646 -0.079  0.42
O1 -0.108 -5.554 1.319  -0.35
O2 -1.611 -5.094 -0.458  -0.37
Si1 1.394 -4.757 -1.177  -0.14
S2 1.642 -6.065 -2.864  0.48
O3 1.150 -3.233 -1.704  -0.46
Si2 0.141 -3.158 -3.070  0.53
P1 3.274 -4.940 -0.029  0.66
P2 3.252 -3.424 1.529  0.13
O4 1.968 -3.033 2.001  -0.27
O5 4.015 -2.153 0.996  -0.15
O6 4.182 -4.004 2.693  -0.16
H1 -1.112 -7.871 -0.020  0.07
H2 0.639 -7.769 -0.331  0.05
H3 -0.513 -7.438 -1.616  0.04
H4 2.709 -5.457 -3.388  -0.16
H5 0.888 -3.353 -4.324  -0.06
H6 -0.898 -4.199 -3.007  -0.05
H7 -0.577 -1.876 -3.120  -0.05
H8 3.162 -6.166 0.644  -0.10
H9 4.968 -2.331 0.898  0.09
H10 4.848 -4.582 2.276  0.07
C2 1.917 -1.380 4.483  -0.07
C3 1.372 -1.169 5.876  -0.19
O7 2.120 -0.174 6.606  0.04
C4 1.841 1.086 6.300  -0.61
O8 1.022 1.464 5.502  0.11
O9 2.635 1.878 7.028  0.01
C5 2.488 3.272 6.751  -0.04
H11 2.984 -1.608 4.524  0.08
H12 1.404 -2.195 3.987  0.06
H13 1.796 -0.482 3.877  0.08
H14 1.464 -2.084 6.457  0.12
H15 0.317 -0.898 5.854  0.12
H16 1.448 3.579 6.823  0.09
H17 2.879 3.502 5.761  0.10
H18 3.072 3.800 7.499  0.09
C6 -3.574 -1.903 0.011  -0.06
C7 -4.952 -1.842 -0.607  -0.20
O10 -5.271 -0.516 -1.066  0.04
C8 -4.724 -0.175 -2.229  -0.61
O11 -4.030 -0.870 -2.924  0.12
O12 -5.076 1.085 -2.501  0.00
C9 -4.500 1.608 -3.700  -0.04
H19 -3.470 -1.158 0.801  0.08
H20 -3.384 -2.889 0.433  0.08
H21 -2.807 -1.698 -0.735  0.07
H22 -5.707 -2.085 0.137  0.12
H23 -5.055 -2.555 -1.424  0.12
H24 -4.689 0.950 -4.544  0.09
H25 -3.429 1.752 -3.571  0.09
H26 -4.974 2.568 -3.878  0.09
C10 -1.900 2.246 5.426  -0.07
C11 -2.978 3.096 6.064  -0.21
O13 -3.301 4.243 5.259  0.04
C12 -4.099 4.005 4.222  -0.61
O14 -4.585 2.946 3.923  0.12
O15 -4.274 5.153 3.563  0.00
C13 -5.065 5.036 2.378  -0.04
H27 -1.026 2.848 5.192  0.07
H28 -1.601 1.441 6.093  0.07
H29 -2.253 1.807 4.493  0.08
H30 -2.625 3.497 7.013  0.12
H31 -3.879 2.518 6.268  0.12
H32 -6.014 4.549 2.587  0.09
H33 -4.520 4.481 1.616  0.10
H34 -5.247 6.046 2.026  0.09
C14 3.562 1.880 1.138  -0.05
C15 3.316 0.868 0.039  -0.21
O16 2.967 1.510 -1.202  0.05
C16 3.981 2.015 -1.893  -0.60
O17 5.147 1.964 -1.596  0.13
O18 3.487 2.594 -2.993  -0.04
C17 4.466 3.240 -3.809  -0.04
H35 2.707 2.548 1.237  0.08
H36 3.727 1.372 2.088  0.08
H37 4.435 2.493 0.916  0.08
H38 2.466 0.241 0.298  0.12
H39 4.173 0.216 -0.104  0.10
H40 5.283 2.565 -4.050  0.10
H41 4.849 4.127 -3.307  0.10
H42 3.962 3.535 -4.724  0.07
C18 1.772 2.484 -5.360  -0.06
C19 0.327 2.934 -5.369  -0.19
O19 -0.326 2.615 -6.609  0.04
C20 -0.710 1.346 -6.737  -0.62
O20 -0.571 0.480 -5.914  0.12
O21 -1.271 1.198 -7.938  0.01
C21 -1.675 -0.140 -8.237  -0.04
H43 2.300 2.887 -6.225  0.09
H44 2.269 2.822 -4.450  0.04
H45 1.842 1.399 -5.407  0.09
H46 0.271 4.017 -5.283  0.12
H47 -0.228 2.508 -4.535  0.12
H48 -2.308 -0.544 -7.451  0.09
H49 -0.802 -0.775 -8.378  0.10
H50 -2.238 -0.094 -9.165  0.09

Output
- highest occupied orbital energy (Eh) = -0.3565
- total charge = 0

(5)
ORCA calculation (ωB97M-V with the def2-TZVPD basis set) on a cluster of 2 separate species, C2H2O3S in total.

Each line ends with the Löwdin charge.
Cartesian coordinates (Å):
C1 -0.814 -2.401 0.179  0.02
C2 0.293 -0.416 0.068  -0.21
O1 -0.237 -3.334 -0.178  0.07
O2 2.633 -0.035 1.266  -0.36
O3 2.793 -0.136 -1.226  -0.34
S1 2.025 0.123 -0.032  0.78
H1 -0.388 -0.069 -0.607  -0.02
H2 -0.086 -0.184 1.110  0.06

Output
- highest occupied orbital energy (Eh) = -0.3600
- energy above the lowest of the compared OMol25 structures with the same formula, charge and spin (eV) = 4.292
- total charge = 0

(6)
ORCA calculation (ωB97M-V with the def2-TZVPD basis set) on a structure of composition C6H9N.

Each line ends with the Löwdin charge.
Cartesian coordinates (Å):
C1 -1.430 -0.198 -1.276  -0.09
N1 -0.566 0.773 -0.622  -0.12
C2 -0.589 0.733 0.827  -0.21
C3 0.367 -0.382 1.304  -0.15
C4 1.027 -0.954 0.055  -0.11
C5 0.890 0.477 -0.516  -0.20
C6 0.859 1.006 0.956  -0.10
H1 -2.447 0.202 -1.309  0.08
H2 -1.465 -1.162 -0.751  0.08
H3 -1.098 -0.373 -2.302  0.09
H4 -1.426 1.098 1.414  0.14
H5 0.283 -0.834 2.286  0.12
H6 0.569 -1.785 -0.494  0.09
H7 2.078 -1.182 0.252  0.11
H8 1.523 0.833 -1.330  0.14
H9 1.424 1.748 1.505  0.13

Output
- highest occupied orbital energy (Eh) = -0.3125
- energy above the lowest of the compared OMol25 structures with the same formula, charge and spin (eV) = 3.250
- total charge = 0

(7)
ORCA calculation (ωB97M-V with the def2-TZVPD basis set) on a cluster of 2 separate species, C2H9N3 in total.

Each line ends with the Löwdin charge.
Cartesian coordinates (Å):
H1 0.715 -3.217 2.223  0.01
N1 1.037 -2.244 2.125  0.02
C1 0.251 -1.951 1.053  -0.32
N2 0.377 -0.636 0.498  0.01
H2 -0.554 -2.599 0.614  0.11
H3 -0.255 -0.039 -0.048  0.04
H4 1.055 -0.022 1.072  0.13
C2 0.022 1.949 -1.493  -0.16
N3 -1.436 2.206 -1.796  -0.07
H5 0.441 1.217 -2.052  0.03
H6 0.017 1.345 -0.604  0.01
H7 0.693 2.795 -1.589  0.08
H8 -1.968 1.969 -0.979  0.02
H9 -1.622 3.279 -1.788  0.09

Output
- highest occupied orbital energy (Eh) = -0.3391
- energy above the lowest of the compared OMol25 structures with the same formula, charge and spin (eV) = 2.293
- SMILES = [H]/N=C/N.CN
- total charge = 0

(8)
ORCA calculation (ωB97M-V with the def2-TZVPD basis set) on the molecule C4H6O2.

Each line ends with the Löwdin charge.
Cartesian coordinates (Å):
C1 0.218 -1.187 -0.946  0.00
C2 -0.233 -0.708 0.425  -0.38
O1 -0.138 -1.363 1.422  0.10
C3 -0.818 0.953 0.671  0.00
C4 0.541 1.304 0.250  -0.38
O2 0.899 1.881 -0.750  0.05
H1 0.488 -0.367 -1.611  0.08
H2 -0.654 -1.714 -1.338  0.09
H3 1.055 -1.901 -0.906  0.10
H4 -1.612 1.599 0.231  0.12
H5 -0.974 0.878 1.745  0.10
H6 1.229 0.625 0.807  0.13

Output
- highest occupied orbital energy (Eh) = -0.3602
- energy above the lowest of the compared OMol25 structures with the same formula, charge and spin (eV) = 2.261
- SMILES = CC(=O)CC=O
- total charge = 0

Computed values of E (unit: a.u.) for the preceding records, in sequence: -496.65389 -2609.47107 -323.42968 -4468.48227 -701.18269 -288.66260 -245.78742 -306.42321.
Computed values of largest force on an atom (unit: eV/A) for the preceding records, in sequence: 5.1 0.7 1.1 2.6 4.6 0.5 5.5 1.4.